DFT (ωB97M-V with the def2-TZVPD basis set) results for a single C3H8N2O2 molecule.

Each line ends with the Löwdin charge.
Element x y z (Å)
N: -2.343 -0.595 -0.160  0.164
C: -0.992 -0.814 -0.222  -0.524
O: -0.513 -1.926 -0.286  0.065
C: -0.125 0.426 -0.156  -0.297
N: 0.002 0.630 1.299  0.057
C: 1.224 0.198 -0.868  -0.202
O: 2.296 0.864 -0.216  -0.070
H: -2.783 -1.474 0.091  0.113
H: -2.594 0.162 0.410  0.078
H: -0.669 1.277 -0.569  0.141
H: 0.496 -0.168 1.683  0.083
H: 0.549 1.447 1.527  0.073
H: 1.191 0.611 -1.876  0.121
H: 1.404 -0.873 -0.906  0.112
H: 2.857 0.237 0.247  0.087

For the lowest unoccupied orbital energy, the calculation gives 0.817 eV. The SMILES is NC(=O)[C@@H](N)CO.

---

DFT (ωB97M-V with the def2-TZVPD basis set) results for 2 unconnected molecules or ions with the total composition C3H8N2O2.

Each line ends with the Löwdin charge.
Element x y z (Å)
H: 2.060 -0.698 -0.666  0.048
N: 1.231 -1.258 -0.387  0.129
C: 0.471 -0.401 0.172  -0.507
N: -0.842 -0.710 0.509  0.087
C: 0.810 1.016 0.599  -0.098
C: 1.500 1.926 -0.389  -0.253
O: 1.084 3.004 -0.792  0.034
H: -1.484 -0.169 -0.026  0.085
H: -0.984 -1.633 0.089  0.073
H: -0.093 1.494 0.978  0.116
H: 1.577 0.985 1.380  0.131
H: 2.545 1.670 -0.759  0.132
O: -3.144 -2.658 0.116  -0.089
H: -3.449 -2.260 0.958  0.051
H: -3.107 -3.627 0.310  0.062

For the lowest unoccupied orbital energy, the calculation gives 0.712 eV. The SMILES is [H]/N=C(/N)CC=O.O.

---

DFT (ωB97M-V with the def2-TZVPD basis set) results for a single C3H8N2O2 molecule.

Each line ends with the Löwdin charge.
Element x y z (Å)
N: -0.752 -2.099 -1.235  0.144
C: -0.065 -1.208 -0.435  -0.586
O: 0.526 -1.585 0.570  0.048
N: -0.133 0.092 -0.877  0.042
C: 0.374 1.219 -0.094  -0.159
C: -0.074 1.183 1.376  -0.272
O: 0.821 0.513 2.219  -0.080
H: -0.896 -2.983 -0.767  0.104
H: -1.579 -1.738 -1.690  0.097
H: -0.093 0.195 -1.882  0.135
H: -0.031 2.118 -0.572  0.117
H: 1.470 1.282 -0.112  0.126
H: -1.097 0.764 1.422  0.123
H: -0.132 2.213 1.748  0.116
H: 0.917 -0.377 1.833  0.045

For the lowest unoccupied orbital energy, the calculation gives 0.716 eV. The SMILES is NC(=O)NCCO.

---

DFT (ωB97M-V with the def2-TZVPD basis set) results for a single C3H8N2O2 molecule.

Each line ends with the Löwdin charge.
Element x y z (Å)
N: 0.025 -0.567 1.653  0.001
C: -0.364 -1.512 0.603  -0.182
C: -0.780 -0.862 -0.707  -0.499
O: -1.478 -1.484 -1.484  0.049
N: -0.334 0.391 -0.983  0.097
C: 0.709 1.239 -0.427  -0.297
O: 1.022 2.114 -1.447  -0.022
H: -0.652 0.193 1.652  0.068
H: -0.231 -0.981 2.535  0.066
H: 0.410 -2.237 0.344  0.121
H: -1.207 -2.143 0.892  0.117
H: -0.822 0.841 -1.746  0.148
H: 1.605 0.713 -0.110  0.126
H: 0.250 1.749 0.424  0.109
H: 1.847 2.544 -1.200  0.098

For the lowest unoccupied orbital energy, the calculation gives 0.627 eV. The SMILES is NCC(=O)NCO.

---

DFT (ωB97M-V with the def2-TZVPD basis set) results for 2 unconnected molecules or ions with the total composition C3H8N2O2.

Each line ends with the Löwdin charge.
Element x y z (Å)
C: 3.104 0.061 -0.062  -0.332
N: 3.644 -1.203 -0.035  0.027
C: -4.456 -0.438 -0.485  -0.388
O: -5.758 -0.397 0.037  0.039
O: -3.687 -1.282 -0.176  0.108
C: 1.697 0.487 0.571  -0.300
N: 1.192 1.774 0.456  0.039
H: 3.960 0.331 0.603  0.130
H: 3.182 0.609 -1.007  0.113
H: 3.427 -1.774 -0.862  0.030
H: -4.194 0.328 -1.226  0.144
H: 1.529 0.139 1.586  0.112
H: 0.868 0.270 -0.150  0.143
H: 1.231 2.208 1.389  0.036
H: -5.738 -1.114 -0.642  0.096

For the lowest unoccupied orbital energy, the calculation gives -2.210 eV.

---

DFT (ωB97M-V with the def2-TZVPD basis set) results for a single C3H8N2O2 molecule.

Each line ends with the Löwdin charge.
Element x y z (Å)
C: 1.057 1.667 0.328  -0.132
C: 0.406 0.372 0.778  -0.219
C: -0.901 -0.003 -0.163  -0.155
N: -0.881 -1.346 -0.699  -0.179
O: -1.151 -2.230 0.412  -0.029
N: 0.408 -1.624 -1.234  -0.015
O: 0.701 -0.921 -2.178  0.005
H: 0.387 2.518 0.480  0.073
H: 1.326 1.624 -0.734  0.070
H: 1.968 1.857 0.904  0.072
H: -0.006 0.480 1.786  0.093
H: 1.164 -0.411 0.853  0.094
H: -0.936 0.721 -0.984  0.104
H: -1.785 0.158 0.462  0.113
H: -1.758 -2.862 -0.011  0.103

For the lowest unoccupied orbital energy, the calculation gives 0.038 eV. The SMILES is CCCN(O)N=O.

---

Relative energy (zero: lowest compared OMol25 entry of this formula, charge and spin) for every record listed, in sequence, given in eV: 0.909, 1.915, 0.328, 1.415, 9.392, 5.415.
Strongest force on any atom for every record listed, in sequence, given in hartree/bohr: 0.034, 0.045, 0.008, 0.027, 0.110, 0.050.
Orbital gap for every record listed, in sequence, given in eV: 10.52, 10.50, 10.54, 10.16, 6.03, 9.53.